No. 1
Computed, not measured: a molecular structure, C50H121Br6N2O30P7, with ωB97M-V with the def2-TZVPD basis set.

```
216
Properties=species:S:1:pos:R:3:lowdin_charge:R:1
C 7.45 -13.39 -21.19 -0.3392
O 6.99 -12.28 -21.36 -0.0085
N 7.03 -14.15 -20.16 -0.1935
C 7.35 -15.53 -20.05 -0.0594
C 6.27 -13.56 -19.04 -0.0139
H 8.17 -13.95 -21.81 0.1050
H 8.12 -15.60 -19.28 0.0911
H 7.84 -15.91 -20.95 0.0853
H 6.45 -16.12 -19.92 0.0981
H 5.86 -12.58 -19.26 0.0661
H 5.45 -14.25 -18.88 0.0934
H 6.97 -13.54 -18.20 0.0919
C 14.29 -10.51 -19.61 -0.2052
O 15.05 -11.33 -20.12 0.1612
N 13.42 -9.81 -20.38 0.0241
C 12.66 -8.70 -19.75 0.0212
C 13.37 -9.97 -21.83 0.0263
H 14.39 -10.12 -18.58 0.1513
H 11.62 -8.60 -20.06 0.0649
H 13.08 -7.75 -20.09 0.1326
H 12.67 -8.75 -18.66 0.0775
H 12.82 -9.10 -22.19 0.0550
H 14.37 -9.81 -22.25 0.1273
H 13.02 -10.85 -22.36 0.1244
C 8.01 -8.73 -22.39 -1.4727
Br 10.03 -8.50 -22.50 0.5463
Br 7.01 -8.09 -23.98 0.5891
Br 7.42 -7.88 -20.77 0.6212
H 7.85 -9.80 -22.23 -0.0472
C 13.85 -10.04 -11.39 -1.4123
Br 13.77 -8.40 -10.31 0.5863
Br 15.18 -10.08 -12.87 0.6520
Br 11.98 -10.30 -12.12 0.5839
H 14.01 -10.89 -10.73 -0.0189
C 2.01 -7.72 -11.87 -0.0836
C 3.10 -7.56 -12.87 -0.2876
O 3.14 -8.63 -13.79 -0.1896
P 2.15 -8.72 -15.08 0.5431
O 0.70 -8.62 -14.79 -0.2230
O 2.80 -7.51 -15.99 -0.2226
C 1.93 -6.72 -16.80 -0.2721
C 1.86 -5.35 -16.14 -0.0822
O 2.74 -10.06 -15.84 -0.1596
C 4.08 -10.02 -16.24 -0.3242
C 4.25 -10.76 -17.52 -0.0726
H 2.02 -8.67 -11.34 0.0846
H 2.15 -6.93 -11.14 0.0832
H 1.00 -7.58 -12.27 0.0744
H 2.91 -6.59 -13.33 0.1120
H 4.08 -7.58 -12.39 0.1055
H 2.32 -6.43 -17.77 0.1150
H 0.92 -7.12 -16.89 0.1137
H 1.58 -5.41 -15.09 0.0714
H 2.82 -4.84 -16.16 0.0739
H 1.11 -4.75 -16.64 0.0814
H 4.52 -9.03 -16.30 0.1056
H 4.65 -10.65 -15.55 0.1213
H 3.83 -10.23 -18.37 0.0830
H 5.30 -10.93 -17.79 0.0447
H 3.66 -11.68 -17.58 0.0884
C 11.13 -5.72 -12.17 -0.0460
C 9.93 -5.26 -13.02 -0.2486
O 8.70 -5.51 -12.36 -0.1543
P 7.50 -6.30 -13.03 0.4645
O 6.31 -6.33 -12.17 -0.2088
O 7.20 -5.65 -14.51 -0.1692
C 6.43 -6.44 -15.39 -0.2815
C 6.90 -6.28 -16.83 -0.0537
O 8.18 -7.72 -13.43 -0.2052
C 8.33 -8.65 -12.38 -0.3094
C 7.96 -9.97 -12.95 -0.0600
H 11.17 -6.81 -12.20 0.0508
H 12.03 -5.29 -12.63 0.0526
H 11.13 -5.38 -11.13 0.0885
H 10.09 -4.19 -13.17 0.1194
H 9.90 -5.68 -14.03 0.1042
H 6.59 -7.50 -15.16 0.1021
H 5.37 -6.21 -15.27 0.1164
H 7.76 -6.92 -17.04 0.0519
H 6.09 -6.58 -17.51 0.0685
H 7.06 -5.24 -17.14 0.0823
H 9.35 -8.62 -12.01 0.0820
H 7.70 -8.45 -11.52 0.1249
H 8.11 -10.75 -12.20 0.0786
H 6.89 -9.92 -13.13 0.0824
H 8.38 -10.21 -13.93 0.0755
C 14.40 -11.98 -15.76 -0.0659
C 13.29 -12.62 -16.51 -0.3125
O 12.57 -11.69 -17.26 -0.2090
P 10.93 -11.64 -17.14 0.5814
O 10.14 -12.91 -16.96 -0.2234
O 10.82 -10.66 -15.80 -0.2027
C 11.40 -9.34 -15.70 -0.2825
C 10.43 -8.32 -16.17 -0.0706
O 10.58 -10.61 -18.35 -0.2096
C 9.38 -10.78 -19.08 -0.2679
C 8.12 -10.33 -18.32 -0.0889
H 15.19 -11.67 -16.44 0.0573
H 14.01 -11.05 -15.34 0.0396
H 14.86 -12.62 -15.02 0.0615
H 13.62 -13.46 -17.10 0.1086
H 12.61 -13.13 -15.82 0.0913
H 11.68 -8.96 -14.72 0.0735
H 12.38 -9.38 -16.18 0.0980
H 10.27 -8.34 -17.25 0.0588
H 9.45 -8.41 -15.70 0.0747
H 10.89 -7.34 -16.00 0.0849
H 9.38 -10.39 -20.09 0.0831
H 9.25 -11.85 -19.20 0.0973
H 8.01 -11.03 -17.49 0.0752
H 8.12 -9.33 -17.89 0.0510
H 7.21 -10.34 -18.92 0.0475
C 21.97 -14.13 -14.14 -0.0927
C 22.13 -13.31 -15.36 -0.3145
O 21.22 -13.59 -16.36 -0.1578
P 19.72 -13.02 -16.19 0.5073
O 19.55 -11.57 -15.85 -0.2471
O 19.17 -13.99 -14.99 -0.2096
C 17.77 -14.05 -14.70 -0.2566
C 17.47 -13.04 -13.60 -0.0737
O 19.01 -13.57 -17.53 -0.1890
C 17.92 -12.92 -18.23 -0.2435
C 17.20 -14.02 -19.00 -0.0555
H 22.64 -13.86 -13.33 0.0866
H 21.03 -14.10 -13.60 0.0679
H 22.08 -15.20 -14.35 0.0871
H 22.03 -12.29 -14.99 0.1178
H 23.07 -13.52 -15.86 0.1320
H 17.10 -14.04 -15.56 0.1026
H 17.59 -15.09 -14.42 0.1206
H 17.92 -13.29 -12.64 0.0862
H 17.76 -12.03 -13.91 0.0564
H 16.39 -13.02 -13.44 0.0386
H 17.29 -12.41 -17.50 0.0843
H 18.32 -12.08 -18.81 0.1208
H 17.06 -14.91 -18.40 0.0827
H 16.26 -13.58 -19.34 0.0484
H 17.77 -14.38 -19.86 0.0822
C 13.62 -19.38 -13.32 -0.0541
C 13.85 -17.87 -13.66 -0.2589
O 12.64 -17.12 -13.42 -0.2116
P 12.58 -15.64 -14.08 0.4924
O 13.83 -14.89 -13.86 -0.2326
O 12.43 -15.90 -15.70 -0.2052
C 11.27 -16.41 -16.36 -0.2576
C 11.11 -17.87 -15.91 -0.0657
O 11.16 -15.02 -13.58 -0.1855
C 11.22 -13.73 -12.97 -0.2720
C 9.77 -13.59 -12.36 -0.0524
H 13.18 -19.43 -12.33 0.0766
H 13.02 -19.89 -14.07 0.0701
H 14.59 -19.86 -13.20 0.0742
H 14.77 -17.51 -13.20 0.1145
H 14.05 -17.79 -14.73 0.1024
H 10.42 -15.75 -16.16 0.1103
H 11.35 -16.45 -17.45 0.0976
H 11.02 -17.88 -14.82 0.0725
H 10.23 -18.31 -16.36 0.0785
H 11.88 -18.47 -16.39 0.0853
H 12.01 -13.66 -12.23 0.1041
H 11.44 -12.97 -13.72 0.0753
H 9.71 -12.86 -11.56 0.0592
H 8.93 -13.59 -13.05 0.0757
H 9.53 -14.57 -11.94 0.0705
C 14.76 -4.89 -13.43 -0.0518
C 14.46 -6.36 -13.73 -0.3165
O 13.96 -6.61 -15.01 -0.1807
P 14.96 -7.01 -16.26 0.5456
O 14.41 -7.27 -17.65 -0.2746
O 16.17 -5.89 -16.24 -0.2036
C 16.43 -4.91 -17.21 -0.2728
C 17.45 -5.44 -18.21 -0.0744
O 15.66 -8.32 -15.66 -0.2477
C 16.79 -8.91 -16.43 -0.2155
C 18.14 -8.54 -15.82 -0.0740
H 13.95 -4.19 -13.59 0.0722
H 15.01 -4.76 -12.38 0.0861
H 15.57 -4.56 -14.09 0.0655
H 15.32 -6.99 -13.50 0.0907
H 13.78 -6.80 -13.00 0.0719
H 15.55 -4.64 -17.79 0.1185
H 16.86 -4.05 -16.69 0.1257
H 17.58 -4.60 -18.89 0.0807
H 18.44 -5.68 -17.83 0.0786
H 17.11 -6.32 -18.74 0.0687
H 16.76 -9.99 -16.29 0.0932
H 16.74 -8.58 -17.47 0.1005
H 19.04 -8.67 -16.43 0.0860
H 18.28 -7.47 -15.71 0.0638
H 18.21 -8.96 -14.82 0.0809
C 13.91 -16.90 -21.91 -0.0636
C 12.52 -16.75 -22.38 -0.3093
O 12.26 -15.48 -22.93 -0.1796
P 10.83 -14.72 -22.78 0.4634
O 9.66 -15.50 -23.25 -0.2207
O 10.79 -14.27 -21.21 -0.1931
C 11.94 -13.72 -20.55 -0.2612
C 12.38 -14.59 -19.42 -0.0497
O 11.22 -13.36 -23.52 -0.1847
C 10.35 -12.97 -24.61 -0.2200
C 9.29 -11.94 -24.07 -0.0553
H 13.97 -16.61 -20.87 0.0598
H 14.25 -17.93 -22.05 0.0898
H 14.51 -16.17 -22.45 0.0890
H 12.29 -17.53 -23.11 0.1270
H 11.85 -16.92 -21.54 0.1111
H 12.70 -13.44 -21.28 0.1072
H 11.57 -12.73 -20.26 0.1039
H 11.72 -14.40 -18.57 0.0606
H 12.32 -15.66 -19.62 0.0712
H 13.42 -14.40 -19.16 0.0795
H 10.96 -12.45 -25.35 0.1117
H 9.81 -13.76 -25.14 0.1152
H 9.63 -11.13 -23.42 0.0094
H 8.71 -11.51 -24.89 0.0827
H 8.57 -12.50 -23.48 0.0466
```

2S+1 ... 2
HOMO energy (spin up / spin down) ... -10.9 / -10.9 eV
Frontier orbital gap (spin up / spin down) ... 8.13 / 3.15 eV
Total charge ... +1
LUMO energy (spin up / spin down) ... -2.8 / -7.8 eV



No. 2
Computed, not measured: 5 unconnected molecules or ions with the total composition C22H33F12N2O11, with ωB97M-V with the def2-TZVPD basis set.

```
80
Properties=species:S:1:pos:R:3:lowdin_charge:R:1
C 1.04 -1.26 -1.16 -0.1284
N 2.34 -1.35 -0.46 -0.0710
C 2.21 -1.36 1.01 -0.2908
C 3.17 -0.32 1.69 -0.1105
C 3.01 -0.29 3.23 -0.3471
O 3.82 0.78 3.80 -0.0787
C 1.53 -0.08 3.73 -0.2180
N 1.11 -1.19 4.61 -0.0142
C 2.44 -2.78 1.62 -0.6943
O 3.55 -3.33 1.70 -0.0645
O 1.40 -3.37 2.09 -0.1186
H 0.69 -2.28 -1.44 0.0802
H 0.26 -0.70 -0.61 0.0612
H 1.23 -0.70 -2.11 0.0667
H 2.75 -2.23 -0.77 0.0898
H 1.18 -1.05 1.28 0.1079
H 3.00 0.70 1.24 0.1186
H 4.24 -0.54 1.48 0.1181
H 3.40 -1.27 3.61 0.1415
H 4.01 0.46 4.69 0.0764
H 1.51 0.86 4.33 0.0855
H 0.79 0.04 2.92 0.1077
H 1.91 -1.51 5.16 0.0517
H 0.79 -1.98 4.05 0.0465
C -0.34 6.07 7.57 -0.0650
C 0.69 5.01 7.23 -0.2044
O 0.30 4.29 6.05 0.0321
C 0.60 4.87 4.88 -0.3829
O 1.15 5.92 4.76 0.1667
C 0.17 3.96 3.72 -0.5283
F -1.05 3.45 3.90 0.1592
F 1.02 2.94 3.58 0.1659
F 0.15 4.62 2.55 0.1643
H -1.33 5.63 7.66 0.0821
H -0.08 6.56 8.51 0.0793
H -0.40 6.83 6.79 0.0763
H 0.74 4.28 8.03 0.1253
H 1.68 5.44 7.11 0.1252
C -5.11 -2.59 1.18 -0.0590
C -5.38 -1.96 -0.17 -0.2061
O -4.91 -0.61 -0.21 0.0224
C -3.60 -0.46 -0.47 -0.3870
O -2.84 -1.35 -0.66 0.1877
C -3.25 1.03 -0.54 -0.5224
F -3.80 1.73 0.47 0.1608
F -3.68 1.59 -1.69 0.1405
F -1.93 1.24 -0.47 0.1752
H -5.53 -1.98 1.98 0.0823
H -5.54 -3.59 1.23 0.0815
H -4.03 -2.67 1.36 0.0845
H -6.46 -1.92 -0.34 0.1214
H -4.95 -2.55 -0.98 0.1251
C -5.64 3.21 -4.43 -0.0571
C -4.62 2.14 -4.75 -0.1968
O -5.04 1.37 -5.89 0.0328
C -4.79 1.90 -7.09 -0.3933
O -4.24 2.95 -7.27 0.1707
C -5.24 0.94 -8.20 -0.5311
F -6.46 0.43 -7.95 0.1566
F -4.40 -0.09 -8.33 0.1636
F -5.31 1.55 -9.39 0.1622
H -6.63 2.77 -4.29 0.0831
H -5.36 3.74 -3.52 0.0827
H -5.72 3.93 -5.24 0.0764
H -4.54 1.44 -3.92 0.1086
H -3.63 2.56 -4.92 0.1307
C 6.00 -5.62 -1.57 -0.0600
C 6.21 -4.15 -1.84 -0.1871
O 6.16 -3.87 -3.26 0.0247
C 4.94 -3.74 -3.78 -0.3972
O 3.92 -3.84 -3.16 0.1776
C 5.03 -3.39 -5.27 -0.5280
F 5.94 -4.15 -5.91 0.1501
F 5.39 -2.11 -5.45 0.1586
F 3.87 -3.57 -5.90 0.1613
H 6.72 -6.22 -2.14 0.0767
H 6.11 -5.84 -0.51 0.0867
H 5.00 -5.94 -1.89 0.0781
H 7.20 -3.85 -1.50 0.1236
H 5.48 -3.54 -1.30 0.1274
```

HOMO energy ... -4.2 eV
Frontier orbital gap ... 6.18 eV
Total charge ... -1
LUMO energy ... 2.0 eV



No. 3
Computed, not measured: C5H3NO3 in the gas phase, with ωB97M-V with the def2-TZVPD basis set.

```
12
Properties=species:S:1:pos:R:3:nbo_charge:R:1
C -1.08 1.61 -0.01 0.0103
C 0.05 0.69 -0.07 -0.3170
C -0.59 -0.59 0.02 0.3640
C 1.50 0.50 0.00 0.7615
C 0.40 -1.64 0.03 -0.1550
N -2.21 0.96 0.08 -0.1018
O 2.44 1.22 0.08 -0.5459
O -1.86 -0.42 0.08 -0.2754
O 1.67 -0.86 0.03 -0.4936
H -1.21 2.67 -0.21 0.2446
H 0.29 -2.19 0.98 0.2444
H 0.59 -1.96 -1.00 0.2638
```

HOMO energy ... -10.3 eV
Energy relative to the best compared isomer or geometry (same formula, charge and spin) ... 1.679 eV
Frontier orbital gap ... 10.80 eV
SMILES ... O=C1OCc2oncc21
Total charge ... 0
LUMO energy ... 0.5 eV



No. 4
Computed, not measured: a molecular structure, C41H47GeN4O2PPb, with ωB97M-V with the def2-TZVPD basis set.

```
97
Properties=species:S:1:pos:R:3:lowdin_charge:R:1
Pb 0.08 -0.50 0.10 1.2805
C 1.47 -0.63 3.31 -0.0924
C 1.00 0.81 3.54 -0.3772
C 1.99 1.79 2.94 -0.0503
C -0.43 1.07 3.02 -0.2931
C -1.12 2.26 3.72 -0.0596
O -1.60 3.06 2.65 0.0051
C -1.18 2.53 1.50 -0.3276
N -0.51 1.44 1.60 -0.0229
C -1.57 3.28 0.31 -0.1285
C -2.02 4.59 0.57 0.0051
C -2.49 5.42 -0.43 -0.0258
C -2.53 4.96 -1.73 -0.0272
C -2.08 3.68 -2.01 -0.0899
C -1.59 2.83 -1.02 -0.2766
P -1.03 1.20 -1.68 1.0149
C 0.12 1.70 -3.00 -0.3743
C 0.32 0.85 -4.09 -0.1157
C 1.21 1.19 -5.09 -0.0542
C 1.90 2.39 -5.02 -0.0525
C 1.72 3.23 -3.94 -0.0530
C 0.85 2.88 -2.92 -0.0814
C -2.46 0.50 -2.59 -0.3459
C -2.83 0.91 -3.87 -0.0911
C -3.86 0.27 -4.53 -0.0498
C -4.52 -0.80 -3.93 -0.0511
C -4.15 -1.20 -2.66 -0.0732
C -3.14 -0.55 -1.99 -0.1090
H 2.39 -0.81 3.86 0.0902
H 1.67 -0.81 2.25 -0.0107
H 0.73 -1.35 3.65 0.0873
H 0.96 0.96 4.63 0.1482
H 2.06 1.65 1.86 0.0692
H 2.98 1.65 3.38 0.0908
H 1.68 2.82 3.13 0.0861
H -1.01 0.15 3.15 0.1314
H -0.42 2.86 4.32 0.1380
H -1.96 1.96 4.36 0.1367
H -1.98 4.96 1.58 0.1274
H -2.84 6.41 -0.18 0.1227
H -2.91 5.58 -2.53 0.1225
H -2.11 3.33 -3.03 0.0980
H -0.23 -0.08 -4.15 0.0992
H 1.35 0.54 -5.94 0.1161
H 2.57 2.67 -5.82 0.1155
H 2.26 4.17 -3.88 0.1152
H 0.72 3.54 -2.07 0.1100
H -2.30 1.70 -4.38 0.1062
H -4.16 0.59 -5.51 0.1188
H -5.31 -1.31 -4.45 0.1186
H -4.65 -2.04 -2.19 0.1139
H -2.87 -0.84 -0.99 0.0606
C 5.38 -2.56 -1.02 -0.1968
Ge 3.46 -2.25 -0.55 1.1843
C 1.61 -2.12 -2.61 -0.2497
C 2.92 -3.61 0.81 -0.2043
C 2.02 -1.18 -1.45 -0.5846
H 5.50 -3.63 -1.19 0.0334
H 6.01 -2.28 -0.18 0.0300
H 5.69 -2.01 -1.90 0.0255
H 1.34 -3.11 -2.24 0.0496
H 2.41 -2.23 -3.34 0.0719
H 0.75 -1.72 -3.13 0.0452
H 3.18 -4.60 0.43 0.0323
H 1.85 -3.58 1.02 0.0076
H 3.46 -3.46 1.73 0.0313
H 2.49 -0.29 -1.89 -0.0001
C -5.95 1.97 -1.88 -0.0259
C -5.54 1.23 -0.65 -0.2752
C -5.98 -0.06 -0.40 -0.0432
C -5.64 -0.73 0.76 -0.0073
C -4.86 -0.10 1.72 -0.2536
N -4.55 -0.68 2.97 0.1391
C -4.62 -1.97 3.40 -0.5094
O -4.77 -2.27 4.55 0.1209
N -4.50 -3.00 2.43 0.1372
C -3.50 -3.19 1.51 -0.2080
C -3.36 -4.43 0.87 0.0325
C -2.34 -4.61 -0.04 -0.0247
C -1.47 -3.56 -0.30 -0.1471
N -1.59 -2.38 0.30 -0.1295
C -2.57 -2.20 1.19 -0.1016
C -4.41 1.20 1.48 -0.0117
C -4.74 1.85 0.31 -0.0276
H -6.34 1.29 -2.63 0.0780
H -5.11 2.53 -2.30 0.0709
H -6.73 2.69 -1.63 0.0949
H -6.62 -0.55 -1.12 0.1217
H -6.02 -1.73 0.94 0.1160
H -4.57 -0.03 3.75 0.1643
H -4.92 -3.86 2.77 0.1635
H -4.05 -5.23 1.10 0.1288
H -2.20 -5.55 -0.54 0.1187
H -0.66 -3.65 -1.01 0.0971
H -2.60 -1.22 1.65 0.0926
H -3.83 1.70 2.23 0.1056
H -4.40 2.86 0.15 0.1121
```

HOMO energy ... -12.6 eV
Frontier orbital gap ... 6.38 eV
Total charge ... +2
LUMO energy ... -6.2 eV



no.,largest force on an atom (eV/A),calculated total energy (a.u.)
1,3.5,-22178.30086
2,3.2,-2993.75030
3,6.4,-472.71632
4,1.5,-4570.65069